No. 1
{"formula": "C20H24BN6O6", "method": "ωB97M-V/def2-TZVPD", "species": ["C", "C", "C", "O", "B", "C", "C", "C", "C", "C", "C", "C", "C", "C", "O", "C", "C", "C", "H", "H", "H", "H", "H", "H", "H", "H", "H", "H", "H", "H", "H", "H", "H", "H", "H", "H", "H", "H", "H", "H", "O", "N", "O", "C", "C", "C", "N", "O", "O", "C", "N", "N", "N", "N", "C", "H", "H"], "positions_angstrom": [[-2.059473, 3.362154, -0.287906], [-0.886234, 2.808101, -1.081383], [-0.228881, 3.931318, -1.884842], [0.058250, 2.295994, -0.169253], [0.710826, 1.204257, -0.861401], [2.241149, 1.705049, -1.264075], [2.830950, 1.306235, -2.456223], [4.115584, 1.774581, -2.793901], [4.792705, 2.654557, -1.942627], [4.172998, 3.079678, -0.761257], [2.892626, 2.605816, -0.429740], [0.855886, -0.050447, 0.257776], [1.361582, -1.327380, -0.268562], [0.537158, -2.338626, -0.606826], [-0.006051, 0.821504, -2.049163], [-1.232759, 1.526837, -2.010659], [-2.301640, 0.632054, -1.381046], [-1.653372, 1.878346, -3.425419], [-2.819945, 3.765572, -0.965216], [-2.507825, 2.587216, 0.341264], [-1.707839, 4.172223, 0.360268], [-0.977238, 4.470490, -2.477474], [0.239694, 4.642248, -1.194077], [0.551300, 3.546516, -2.555417], [2.306550, 0.630224, -3.133708], [4.573714, 1.441989, -3.726352], [5.792336, 3.012363, -2.197089], [4.670188, 3.777765, -0.086875], [2.412595, 2.956237, 0.485469], [1.534410, 0.347072, 1.026263], [-0.149379, -0.159609, 0.691960], [2.448821, -1.414305, -0.347190], [0.922852, -3.307763, -0.930443], [-0.532102, -2.140688, -0.706483], [-3.296014, 1.083962, -1.482031], [-2.315272, -0.335138, -1.898316], [-2.111252, 0.442467, -0.316107], [-2.596446, 2.437579, -3.413733], [-0.890317, 2.477469, -3.930577], [-1.810551, 0.959673, -4.000459], [-3.736135, -5.707516, 4.545494], [-2.502391, -5.683554, 4.423753], [-1.754909, -6.587047, 4.868282], [-1.836079, -4.590408, 3.731877], [-0.463097, -4.628209, 3.513949], [0.165910, -3.586850, 2.796030], [1.602137, -3.410667, 2.836244], [2.311321, -4.337972, 3.274372], [2.071848, -2.311353, 2.463335], [-0.589511, -2.624901, 2.136283], [-1.929733, -2.561523, 2.431573], [-2.818863, -1.576872, 2.088365], [-3.947837, -1.867748, 2.696980], [-3.855920, -3.014013, 3.422199], [-2.600868, -3.471851, 3.244765], [0.137629, -5.440362, 3.910364], [-0.193109, -1.862759, 1.488988]], "atomic_forces_ev_per_a": [[-0.162, -0.054, -0.126], [-0.140, -0.444, -0.280], [-0.040, 0.101, -0.290], [-1.104, 0.049, -0.115], [2.546, -0.561, 0.657], [-1.258, -0.411, 0.075], [1.197, 0.346, -0.140], [-0.342, -0.112, 0.144], [-0.192, -0.042, 0.035], [-0.383, -0.223, 0.026], [1.166, 0.268, -0.249], [0.123, 0.201, 0.039], [-0.507, -0.023, 0.239], [0.652, -0.051, -0.491], [-0.929, 0.430, -0.288], [0.142, 0.490, 0.467], [-0.224, 0.006, 0.201], [-0.067, 0.172, -0.133], [-0.050, -0.012, 0.096], [0.069, 0.150, -0.088], [-0.018, -0.092, -0.088], [0.115, -0.010, -0.047], [-0.087, -0.162, -0.049], [-0.167, 0.066, 0.209], [0.042, 0.163, 0.208], [0.015, 0.127, 0.177], [-0.253, -0.083, 0.034], [0.023, -0.106, -0.202], [0.027, -0.137, -0.231], [-0.167, -0.103, -0.045], [0.048, 0.068, -0.072], [-0.265, -0.259, 0.043], [-0.178, 0.281, -0.141], [0.130, -0.192, 0.218], [0.060, -0.077, 0.100], [0.072, 0.170, 0.013], [0.006, 0.080, -0.256], [0.081, -0.004, -0.057], [-0.110, -0.131, 0.061], [0.037, 0.072, 0.067], [2.246, 0.554, -0.503], [-0.417, -2.079, 1.256], [-1.175, 1.591, -0.785], [0.484, 0.566, -0.596], [-0.877, -0.016, 0.394], [-1.336, 0.792, -0.360], [2.708, 0.778, -0.323], [-1.502, 1.140, -0.630], [-1.409, -2.345, 0.731], [-0.136, 0.084, 1.038], [-0.486, -0.961, 0.380], [-0.859, -0.399, 0.594], [2.285, -0.634, -0.406], [1.124, -0.209, -0.580], [-0.643, 0.801, -0.019], [-0.163, 0.118, 0.005], [0.250, 0.267, 0.081]], "mulliken_charge": [-1.914, 1.857, -2.008, -0.552, 1.025, 0.185, -0.512, -0.689, -0.336, -0.817, -0.494, 0.010, 0.032, -1.159, -0.743, 1.802, -1.820, -1.951, 0.323, 0.345, 0.440, 0.384, 0.403, 0.332, 0.331, 0.349, 0.346, 0.353, 0.397, 0.230, -0.279, 0.358, 0.315, 0.325, 0.368, 0.421, 0.155, 0.312, 0.376, 0.461, -0.542, 0.922, -0.606, -0.229, -0.391, -0.260, 0.964, -0.626, -0.502, 0.978, 0.458, -0.313, -0.652, -0.331, 0.438, 0.591, 0.140], "lumo_ha": 0.002, "homo_ev": -4.602, "charge": -1, "relative_energy_kcal_mol": 0.0, "total_energy_ha": -1581.21095}

=====

No. 2
{"formula": "C20H24BrGdNOP2", "method": "ωB97M-V/def2-TZVPD", "species": ["C", "C", "C", "C", "C", "C", "C", "C", "C", "C", "C", "C", "C", "H", "H", "H", "H", "H", "H", "H", "N", "Gd", "C", "H", "H", "C", "H", "H", "P", "P", "C", "H", "H", "H", "C", "H", "H", "H", "C", "H", "H", "H", "C", "H", "H", "H", "C", "O", "H", "Br"], "positions_angstrom": [[3.721194, -1.659017, -3.246309], [3.523518, -1.272015, -1.928942], [3.664667, 0.111007, -1.582796], [3.971172, 1.069788, -2.619933], [4.155641, 0.616957, -3.949036], [4.030903, -0.726728, -4.253210], [3.998454, 2.421977, -2.271979], [3.790853, 2.835122, -0.953359], [3.507197, 1.819554, 0.033027], [3.224648, 2.214289, 1.379522], [3.213618, 3.563706, 1.705945], [3.497024, 4.550109, 0.744186], [3.781262, 4.196507, -0.559901], [3.613355, -2.716270, -3.498208], [4.403271, 1.362929, -4.705896], [4.170682, -1.075145, -5.271085], [4.200963, 3.168783, -3.041628], [2.974806, 3.843589, 2.733794], [3.492299, 5.594532, 1.048383], [4.016048, 4.941920, -1.322766], [3.370103, 0.531740, -0.337298], [-0.358604, 0.018241, -0.059822], [3.070066, -2.255543, -0.869934], [3.509828, -1.983588, 0.095256], [3.332571, -3.288977, -1.123592], [2.857194, 1.149825, 2.385515], [3.461323, 0.246498, 2.221906], [2.963126, 1.495523, 3.419676], [1.239890, -2.181327, -0.599988], [1.103840, 0.607095, 2.175604], [0.227833, 1.988843, 2.992767], [-0.835053, 1.742363, 3.090012], [0.669256, 2.140038, 3.984300], [0.324111, 2.902638, 2.398237], [1.011518, -0.682147, 3.466144], [1.335595, -0.246889, 4.418417], [-0.020326, -1.043843, 3.542887], [1.661510, -1.522146, 3.192714], [0.652896, -2.893978, -2.179424], [1.168475, -3.842172, -2.384714], [-0.428344, -3.067202, -2.119393], [0.838559, -2.188028, -2.994501], [0.978366, -3.599414, 0.530398], [-0.097195, -3.720244, 0.713915], [1.384741, -4.517085, 0.080113], [1.465314, -3.402435, 1.492518], [-1.358442, 2.401235, -0.226142], [-1.732363, 3.486061, -0.280441], [0.689729, 1.143338, -1.133001], [-2.342253, -0.739074, 1.525072]], "atomic_forces_ev_per_a": [[-0.289, -0.111, 1.249], [-0.084, -0.429, -0.486], [-0.566, 1.262, 0.028], [-0.147, -0.267, 0.568], [0.082, -0.783, -0.507], [0.289, 1.221, -0.181], [0.220, -0.018, 0.131], [-0.125, -0.572, 0.286], [-0.369, -0.110, -1.308], [-0.164, 0.570, 0.454], [-0.055, -1.424, 0.084], [0.280, 0.299, -1.036], [0.023, 0.578, 0.575], [0.063, 0.289, 0.003], [-0.099, -0.324, 0.066], [0.007, 0.092, 0.106], [-0.080, -0.154, 0.153], [0.125, 0.027, -0.274], [0.015, -0.188, -0.156], [-0.117, -0.083, 0.334], [0.492, -0.506, 0.545], [-0.223, -0.696, -0.530], [0.078, 0.654, 0.109], [0.095, -0.141, -0.127], [-0.063, 0.178, 0.009], [0.043, -0.141, -0.681], [-0.030, 0.282, 0.128], [0.038, -0.037, -0.180], [1.008, -1.591, -0.520], [0.684, 0.379, 1.574], [-0.203, -0.016, -0.116], [0.153, 0.059, 0.064], [-0.153, 0.073, -0.139], [0.035, -0.066, 0.132], [-0.174, -0.151, -0.139], [-0.037, -0.198, -0.122], [0.222, 0.064, 0.072], [-0.095, 0.161, 0.146], [-0.282, 0.123, -0.073], [-0.178, 0.227, 0.030], [0.169, -0.103, -0.080], [0.024, -0.140, 0.053], [-0.127, 0.069, 0.094], [0.240, -0.051, -0.022], [-0.108, 0.258, 0.200], [-0.067, -0.118, -0.181], [-1.669, 4.034, -0.035], [1.248, -3.347, 0.103], [0.526, 0.940, -0.881], [-0.655, -0.073, 0.477]], "mulliken_charge": [-0.346, 0.143, -0.230, 1.084, -0.917, -0.806, -0.874, 1.133, -0.157, 0.206, -0.388, -0.862, -0.940, 0.440, 0.441, 0.402, 0.438, 0.461, 0.399, 0.442, -0.265, 0.343, -1.182, 0.420, 0.759, -1.185, 0.440, 0.792, 0.597, 1.190, -1.344, 0.383, 0.414, 0.407, -1.217, 0.426, 0.357, 0.309, -1.310, 0.344, 0.457, 0.425, -1.224, 0.382, 0.408, 0.320, 0.270, -0.140, -0.184, -0.461], "lumo_ha": [-0.138, -0.166], "spin_multiplicity": 8, "homo_ev": [-10.709, -10.721], "s_squared": 16.07, "charge": 1, "relative_energy_kcal_mol": 0.0, "total_energy_ha": -4928.71118}

=====

No. 3
{"formula": "C20H24FNOS", "method": "ωB97M-V/def2-TZVPD", "species": ["C", "C", "N", "C", "C", "C", "C", "S", "C", "C", "C", "C", "C", "C", "C", "C", "O", "C", "C", "C", "C", "F", "C", "C", "H", "H", "H", "H", "H", "H", "H", "H", "H", "H", "H", "H", "H", "H", "H", "H", "H", "H", "H", "H", "H", "H", "H", "H"], "positions_angstrom": [[3.419002, 0.342848, 3.415847], [3.290122, 0.836092, 1.936012], [3.338255, -0.308560, 0.997062], [4.497933, -1.236250, 0.963934], [5.751026, -0.578758, 0.400629], [2.547544, -0.172059, -0.243764], [1.066304, -0.220043, 0.063953], [0.080542, -0.187501, -1.463316], [-1.623989, -0.697016, -0.891367], [-2.562878, -0.662518, -2.077215], [-2.999872, -1.866711, -2.609691], [-3.812461, -1.848653, -3.790527], [-4.244501, -0.646688, -4.345558], [-3.860293, 0.560392, -3.747308], [-2.985587, 0.548171, -2.652282], [-2.599796, 1.877357, -2.000853], [-3.210858, 2.029604, -0.721906], [-2.766352, 1.324354, 0.350378], [-3.158858, 1.894218, 1.576268], [-2.922967, 1.215506, 2.771392], [-2.265077, -0.008155, 2.766183], [-2.025807, -0.672697, 3.910075], [-1.863909, -0.571875, 1.554442], [-2.088237, 0.080449, 0.346869], [3.204792, 1.195183, 4.082613], [4.413173, -0.030978, 3.655235], [2.716568, -0.495895, 3.633339], [4.051215, 1.561275, 1.705907], [2.352627, 1.414058, 1.822053], [4.710034, -1.592100, 1.985786], [4.242545, -2.152957, 0.378030], [6.067075, 0.310141, 0.924689], [5.609220, -0.346105, -0.648226], [6.582000, -1.313118, 0.414694], [2.732103, -0.986748, -0.955366], [2.830154, 0.750300, -0.799388], [0.841860, -1.105428, 0.676770], [0.799295, 0.682936, 0.669715], [-1.572000, -1.753564, -0.569142], [-2.722848, -2.823905, -2.157022], [-4.100255, -2.755630, -4.317642], [-4.867702, -0.652595, -5.245896], [-4.195952, 1.484981, -4.209402], [-1.513182, 1.976047, -1.867171], [-2.904124, 2.689329, -2.676999], [-3.682982, 2.830230, 1.635278], [-3.196468, 1.626711, 3.751191], [-1.396435, -1.543675, 1.601696]], "atomic_forces_ev_per_a": [[-0.604, 0.277, -0.451], [-0.103, -1.459, 0.368], [-0.919, -0.698, -0.421], [-0.501, 0.781, 0.325], [0.553, -1.282, -0.454], [0.886, 0.169, 0.074], [-0.803, 1.018, 0.921], [-0.267, -0.290, -0.072], [0.020, 0.124, 0.526], [0.042, 0.015, -0.053], [-0.910, -0.004, -1.579], [0.429, 0.183, 0.672], [0.296, -0.063, 0.355], [0.476, -0.665, -0.033], [-0.413, 0.726, 0.035], [0.638, -0.754, -0.387], [-0.165, 0.407, -0.547], [-0.142, -0.085, 0.712], [0.457, -1.189, 0.420], [0.344, -0.080, 0.647], [-0.134, 0.340, -1.401], [-0.039, 0.052, 0.105], [-0.276, 0.494, 1.188], [-0.194, 0.045, -0.692], [0.073, -0.419, -0.111], [0.129, 0.127, -0.126], [0.300, 0.745, -0.277], [0.768, 0.450, 0.025], [0.260, -0.711, -0.044], [-0.205, 0.162, -0.240], [-0.025, 0.833, 0.332], [-0.042, 0.250, 0.274], [-0.106, 0.285, -0.241], [-0.239, 0.409, 0.138], [0.436, -0.061, 0.396], [-0.356, -0.216, 0.211], [0.106, 0.168, -0.340], [0.006, -0.811, -0.394], [0.200, 0.510, -0.197], [0.018, 0.391, -0.207], [0.106, -0.064, 0.437], [0.241, 0.025, 0.390], [0.108, 0.044, 0.324], [-0.179, -0.196, -0.130], [-0.260, -0.088, 0.648], [-0.077, 0.221, -0.383], [-0.043, -0.024, -0.545], [0.111, -0.091, -0.198]], "mulliken_charge": [-1.271, -0.455, 0.438, -0.638, -1.050, -1.243, -0.078, -0.204, -0.082, 0.301, -0.989, -0.595, -0.605, -0.901, 1.039, -0.867, -0.469, 0.392, -0.745, -0.412, -0.051, -0.328, -0.456, 0.597, 0.404, 0.307, 0.295, 0.355, 0.309, 0.339, 0.335, 0.271, 0.288, 0.382, 0.503, 0.257, 0.255, 0.193, 0.762, 0.347, 0.378, 0.376, 0.351, 0.248, 0.455, 0.446, 0.388, 0.431], "smiles": "CCN(CC)CCS[C@@H]1c2ccccc2COc2ccc(F)cc21", "lumo_ha": 0.028, "homo_ev": -7.972, "relative_energy_kcal_mol": 0.0, "total_energy_ha": -1404.51729}